No. 1
The following is a quantum chemistry calculation of 14 unconnected molecules or ions with the total composition C39H85I2N17O28P at a distorted geometry, from the OMol25 dataset.

Atoms and positions in Å:
C1 1.994 -4.672 1.054
C2 0.865 -5.042 2.086
C3 -0.009 -3.782 2.533
O1 0.537 -2.581 1.978
C4 0.441 -1.468 2.859
C5 0.055 -0.134 2.081
C6 -0.913 -0.626 0.920
C7 -2.214 -1.339 1.447
C8 -3.551 -0.567 1.056
C9 -4.448 -1.425 0.063
C10 -5.051 -2.613 0.893
C11 -6.126 -2.070 1.930
O2 -5.626 -2.291 3.273
C12 -5.958 -3.616 3.698
C13 1.315 0.586 1.517
C14 2.141 -0.267 0.488
C15 3.610 0.379 0.422
C16 4.564 -0.668 1.094
C17 5.053 -1.722 0.234
C18 5.897 -2.731 0.831
C19 6.183 -2.627 2.236
C20 5.710 -1.563 3.092
C21 4.864 -0.552 2.495
N1 0.979 1.877 0.839
C22 -0.139 2.502 1.352
N2 -0.829 3.358 0.633
C23 -0.574 3.735 -0.760
I1 1.373 4.654 -1.097
C24 -0.926 2.556 -1.803
C25 0.248 2.160 -2.757
I2 -2.596 3.242 -3.043
N3 -0.545 2.282 2.689
C26 -0.632 0.852 3.073
P1 0.051 0.775 4.844
N4 1.544 1.332 4.829
H1 2.697 -3.961 1.558
H2 1.539 -4.223 0.144
H3 2.577 -5.603 0.852
H4 0.214 -5.888 1.750
H5 1.392 -5.429 3.000
H6 -0.019 -3.796 3.649
H7 -1.050 -3.976 2.177
H8 1.424 -1.350 3.381
H9 -0.402 -1.690 3.568
H10 -0.359 -1.230 0.158
H11 -1.259 0.289 0.355
H12 -2.211 -1.548 2.538
H13 -2.282 -2.313 0.892
H14 -4.094 -0.311 1.997
H15 -3.351 0.399 0.523
H16 -5.230 -0.710 -0.315
H17 -3.873 -1.748 -0.840
H18 -4.296 -3.169 1.496
H19 -5.494 -3.337 0.168
H20 -7.081 -2.638 1.824
H21 -6.261 -0.962 1.850
H22 -5.666 -4.370 2.914
H23 -7.068 -3.710 3.823
H24 -5.425 -3.878 4.639
H25 2.024 0.807 2.359
H26 1.671 -0.285 -0.537
H27 2.262 -1.330 0.790
H28 3.643 1.361 0.963
H29 3.885 0.549 -0.648
H30 4.753 -1.724 -0.838
H31 6.254 -3.557 0.189
H32 6.812 -3.420 2.695
H33 5.944 -1.503 4.199
H34 4.431 0.295 3.066
H35 0.893 1.651 -0.156
H36 -1.635 3.780 1.106
H37 -1.309 4.541 -1.001
H38 -1.300 1.641 -1.292
H39 0.529 2.958 -3.485
H40 1.165 1.787 -2.241
H41 -0.126 1.305 -3.384
H42 -0.023 2.849 3.360
H43 -1.727 0.604 3.186
H44 -0.010 -0.530 5.396
H45 -0.784 1.603 5.649
H46 2.206 0.645 5.190
C27 -3.234 -5.318 -2.673
N5 -4.532 -5.005 -2.016
O3 -4.905 -3.841 -2.024
O4 -5.134 -5.930 -1.516
H47 -2.814 -4.401 -3.072
H48 -2.580 -5.745 -1.917
H49 -3.432 -6.030 -3.469
C28 0.954 -7.181 -4.486
N6 -0.343 -6.858 -3.831
O5 -0.707 -5.695 -3.844
O6 -0.949 -7.781 -3.327
H50 1.378 -6.266 -4.888
H51 1.605 -7.610 -3.728
H52 0.750 -7.894 -5.280
C29 2.011 7.861 -3.050
N7 2.098 9.029 -3.966
O7 1.068 9.634 -4.202
O8 3.196 9.292 -4.412
H53 0.980 7.743 -2.731
H54 2.346 6.986 -3.603
H55 2.658 8.062 -2.199
C30 -2.604 -7.891 3.157
N8 -2.463 -6.487 2.693
O9 -1.802 -5.725 3.378
O10 -3.021 -6.190 1.654
H56 -2.059 -8.011 4.089
H57 -3.665 -8.081 3.304
H58 -2.190 -8.535 2.384
C31 -1.326 5.656 5.829
N9 -1.838 4.669 4.839
O11 -2.061 3.539 5.233
O12 -1.998 5.065 3.699
H59 -1.235 5.166 6.794
H60 -0.357 6.001 5.477
H61 -2.042 6.473 5.877
C32 2.006 11.007 -6.703
N10 2.086 12.173 -7.621
O13 1.056 12.777 -7.855
O14 3.181 12.440 -8.079
H62 0.979 10.888 -6.377
H63 2.341 10.133 -7.257
H64 2.657 11.209 -5.858
C33 6.164 2.150 5.317
N11 6.913 1.069 6.014
O15 6.923 -0.035 5.493
O16 7.460 1.364 7.053
H65 5.731 1.743 4.408
H66 5.388 2.500 5.994
H67 6.873 2.942 5.086
C34 -6.459 -1.952 -4.377
N12 -5.200 -2.036 -5.164
O17 -4.469 -1.063 -5.159
O18 -4.991 -3.075 -5.757
H68 -6.512 -0.976 -3.905
H69 -7.289 -2.092 -5.066
H70 -6.430 -2.742 -3.630
C35 -7.571 -8.039 2.377
N13 -6.567 -8.076 3.474
O19 -6.664 -8.961 4.296
O20 -5.712 -7.205 3.466
H71 -8.263 -8.865 2.511
H72 -8.091 -7.086 2.440
H73 -7.033 -8.133 1.437
C36 0.465 7.865 -10.074
N14 1.485 7.904 -8.991
O21 1.412 7.060 -8.117
O22 2.322 8.782 -9.058
H74 -0.211 7.037 -9.886
H75 -0.068 8.813 -10.055
H76 0.993 7.729 -11.015
C37 -2.624 -7.453 7.859
N15 -2.967 -8.625 7.009
O23 -2.370 -8.747 5.952
O24 -3.819 -9.375 7.430
H77 -1.853 -6.874 7.360
H78 -3.529 -6.865 7.986
H79 -2.265 -7.835 8.812
C38 9.510 -0.625 3.156
N16 9.586 0.524 2.214
O25 8.551 1.120 1.972
O26 10.678 0.785 1.753
H80 8.482 -0.742 3.485
H81 9.845 -1.511 2.621
H82 10.162 -0.402 3.997
C39 3.746 12.081 -11.234
N17 3.251 11.859 -12.620
O27 3.808 12.457 -13.519
O28 2.318 11.088 -12.752
H83 4.572 12.785 -11.267
H84 2.921 12.483 -10.651
H85 4.072 11.120 -10.844

E_HOMO ... -10.9 eV
E_LUMO ... -3.10 eV
Electronic energy ... -149927.58901 eV
Net charge ... +1
Multiplicity ... 1
Kohn-Sham gap ... 7.7868 eV



No. 2
The following is a quantum chemistry calculation of 5 unconnected molecules or ions with the total composition C39H87N4O at a distorted geometry, from the OMol25 dataset.

Atoms and positions in Å:
C1 -5.221 9.116 -30.441
C2 -5.651 9.174 -31.924
C3 -7.100 8.829 -32.035
O1 -5.261 10.208 -32.787
H1 -5.750 9.781 -29.757
H2 -4.154 9.339 -30.413
H3 -5.380 8.110 -30.053
H4 -5.133 8.285 -32.284
H5 -7.611 9.682 -31.589
H6 -7.268 8.026 -31.318
H7 -7.391 8.616 -33.064
C4 -6.320 5.681 -35.402
C5 -5.718 5.875 -36.764
C6 -4.787 7.134 -36.844
C7 -4.389 7.548 -38.278
N1 -3.607 8.832 -38.419
C8 -4.489 10.049 -38.097
C9 -4.264 11.046 -39.177
C10 -3.028 10.579 -40.001
C11 -3.170 9.020 -39.908
C12 -2.382 8.725 -37.468
H8 -6.632 4.644 -35.274
H9 -7.210 6.260 -35.159
H10 -5.625 5.928 -34.600
H11 -6.560 6.000 -37.445
H12 -5.217 4.953 -37.058
H13 -3.964 6.985 -36.146
H14 -5.275 8.039 -36.480
H15 -5.263 7.703 -38.911
H16 -3.665 6.829 -38.662
H17 -4.161 10.431 -37.131
H18 -5.548 9.790 -38.118
H19 -3.892 12.019 -38.857
H20 -5.151 11.149 -39.803
H21 -2.074 10.900 -39.581
H22 -3.083 10.998 -41.005
H23 -2.188 8.549 -39.951
H24 -3.909 8.520 -40.534
H25 -2.009 7.707 -37.578
H26 -2.721 8.959 -36.458
H27 -1.680 9.514 -37.735
C13 0.191 9.241 -31.097
C14 1.091 9.875 -32.200
C15 0.339 11.043 -32.901
C16 1.099 11.891 -33.921
N2 0.426 13.252 -34.390
C17 0.568 14.403 -33.304
C18 0.340 15.707 -34.121
C19 0.894 15.423 -35.537
C20 1.216 13.900 -35.568
C21 -1.050 13.068 -34.847
H28 0.782 8.539 -30.508
H29 -0.620 8.636 -31.504
H30 -0.355 9.936 -30.460
H31 1.257 9.097 -32.945
H32 2.023 10.223 -31.755
H33 0.077 11.719 -32.087
H34 -0.617 10.720 -33.314
H35 1.297 11.289 -34.809
H36 2.105 12.089 -33.551
H37 -0.080 14.263 -32.438
H38 1.570 14.409 -32.876
H39 -0.718 15.939 -34.247
H40 1.022 16.454 -33.713
H41 0.086 15.489 -36.265
H42 1.758 16.040 -35.783
H43 0.897 13.435 -36.500
H44 2.262 13.660 -35.375
H45 -1.677 12.605 -34.085
H46 -0.976 12.443 -35.737
H47 -1.522 13.995 -35.173
C22 -10.633 11.727 -29.372
C23 -10.608 13.074 -28.605
C24 -9.320 14.022 -28.833
C25 -7.974 13.437 -28.484
N3 -6.803 14.438 -28.898
C26 -5.491 13.902 -28.243
C27 -4.514 13.660 -29.393
C28 -5.024 14.604 -30.504
C29 -6.478 14.390 -30.434
C30 -7.079 15.910 -28.448
H48 -11.634 11.322 -29.524
H49 -10.005 10.920 -28.996
H50 -10.281 11.957 -30.378
H51 -10.743 12.729 -27.579
H52 -11.491 13.649 -28.883
H53 -9.520 14.831 -28.131
H54 -9.241 14.502 -29.808
H55 -7.863 12.504 -29.036
H56 -7.946 13.267 -27.408
H57 -5.106 14.642 -27.541
H58 -5.779 13.021 -27.671
H59 -3.519 13.952 -29.054
H60 -4.436 12.635 -29.754
H61 -4.716 15.623 -30.273
H62 -4.702 14.350 -31.514
H63 -7.071 15.166 -30.919
H64 -6.816 13.393 -30.713
H65 -6.183 16.471 -28.716
H66 -7.187 15.956 -27.364
H67 -7.925 16.168 -29.085
C31 -12.656 8.643 -33.761
C32 -12.107 9.118 -35.133
C33 -11.803 10.649 -35.064
C34 -11.025 11.257 -36.294
N4 -10.533 12.749 -36.041
C35 -9.829 13.337 -37.330
C36 -9.007 14.458 -36.807
C37 -8.346 13.869 -35.608
C38 -9.385 12.804 -35.058
C39 -11.696 13.612 -35.602
H68 -12.038 8.906 -32.903
H69 -12.810 7.565 -33.710
H70 -13.561 9.138 -33.409
H71 -12.909 8.966 -35.856
H72 -11.230 8.564 -35.466
H73 -11.286 10.944 -34.150
H74 -12.689 11.258 -34.887
H75 -11.661 11.313 -37.178
H76 -10.186 10.597 -36.514
H77 -10.630 13.633 -38.007
H78 -9.302 12.515 -37.815
H79 -9.642 15.324 -36.621
H80 -8.317 14.889 -37.533
H81 -8.091 14.599 -34.840
H82 -7.441 13.339 -35.902
H83 -9.662 13.009 -34.024
H84 -8.886 11.837 -35.128
H85 -12.464 13.165 -36.233
H86 -11.544 14.665 -35.840
H87 -11.811 13.371 -34.546

ΔE to the lowest compared entry with this formula, charge and spin ... 23.9 kJ/mol
E_HOMO ... -10.7 eV
E_LUMO ... -6.02 eV
Electronic energy ... -49833.72415 eV
Net charge ... +3
Multiplicity ... 1
Kohn-Sham gap ... 4.6498 eV



No. 3
The following is a quantum chemistry calculation of 5 unconnected molecules or ions with the total composition C39H87N4O3 at a distorted geometry, from the OMol25 dataset.

Atoms and positions in Å:
C1 5.006 -0.759 3.324
C2 5.475 -2.214 3.261
C3 4.334 -3.205 3.528
C4 3.460 -3.253 2.295
O1 2.399 -4.190 2.465
C5 1.675 -4.466 1.320
C6 2.297 -5.759 0.688
C7 1.559 -3.394 0.256
N1 0.251 -3.607 -0.370
C8 0.203 -3.864 -1.822
C9 0.981 -2.857 -2.650
C10 0.726 -1.417 -2.284
N2 0.846 -0.498 -3.372
O2 0.476 -1.049 -1.182
C11 -0.431 -4.420 0.438
N3 -1.655 -4.814 0.217
C12 -2.328 -5.709 1.154
O3 -2.893 -4.903 2.150
C13 -4.200 -5.315 2.548
C14 -4.829 -4.201 3.357
C15 -5.994 -4.703 4.249
N4 0.250 -4.777 1.541
H1 5.850 -0.084 3.271
H2 4.316 -0.507 2.525
H3 4.497 -0.629 4.273
H4 5.855 -2.418 2.259
H5 6.275 -2.349 3.974
H6 3.733 -2.781 4.328
H7 4.704 -4.200 3.743
H8 4.071 -3.460 1.416
H9 3.069 -2.248 2.163
H10 1.549 -6.535 0.566
H11 3.096 -6.154 1.299
H12 2.710 -5.567 -0.302
H13 2.430 -3.246 -0.358
H14 1.422 -2.455 0.798
H15 -0.810 -3.970 -2.181
H16 0.667 -4.837 -2.000
H17 2.043 -3.071 -2.668
H18 0.661 -2.980 -3.677
H19 0.375 0.347 -3.055
H20 1.840 -0.259 -3.384
H21 -2.114 -4.486 -0.618
H22 -3.103 -6.236 0.608
H23 -1.599 -6.388 1.582
H24 -4.837 -5.529 1.687
H25 -4.169 -6.225 3.151
H26 -4.041 -3.776 3.970
H27 -5.182 -3.414 2.697
H28 -5.718 -4.562 5.282
H29 -6.895 -4.170 3.986
H30 -6.123 -5.753 4.017
H31 -0.193 -4.412 2.385
C16 3.989 2.103 -2.874
C17 4.199 3.501 -3.440
C18 3.188 3.891 -4.517
C19 3.213 3.033 -5.783
C20 4.561 2.979 -6.501
C21 5.032 4.339 -7.008
H32 4.110 1.333 -3.640
H33 4.716 1.899 -2.085
H34 2.989 2.005 -2.440
H35 5.217 3.591 -3.826
H36 4.116 4.219 -2.618
H37 3.352 4.938 -4.785
H38 2.179 3.846 -4.092
H39 2.458 3.417 -6.475
H40 2.903 2.012 -5.539
H41 4.472 2.300 -7.352
H42 5.325 2.549 -5.846
H43 4.303 4.770 -7.698
H44 5.978 4.241 -7.541
H45 5.187 5.045 -6.191
C22 0.026 3.900 -1.806
C23 -0.218 5.271 -2.427
C24 0.593 6.376 -1.757
C25 0.276 6.604 -0.280
C26 -1.176 6.953 0.038
C27 -1.639 8.261 -0.598
H46 -0.285 3.866 -0.760
H47 -0.541 3.135 -2.342
H48 1.085 3.634 -1.858
H49 -1.286 5.499 -2.403
H50 0.063 5.230 -3.484
H51 0.453 7.309 -2.310
H52 1.657 6.131 -1.848
H53 0.919 7.411 0.087
H54 0.559 5.713 0.289
H55 -1.281 7.036 1.123
H56 -1.840 6.140 -0.271
H57 -1.015 9.094 -0.270
H58 -2.668 8.481 -0.312
H59 -1.603 8.216 -1.687
C28 -12.782 -3.113 2.835
C29 -11.338 -2.738 2.511
C30 -10.936 -3.063 1.073
C31 -10.987 -4.547 0.706
C32 -10.131 -5.459 1.582
C33 -8.640 -5.146 1.505
H60 -12.951 -4.186 2.743
H61 -13.028 -2.829 3.859
H62 -13.476 -2.597 2.169
H63 -10.664 -3.232 3.217
H64 -11.213 -1.664 2.668
H65 -9.927 -2.677 0.893
H66 -11.591 -2.515 0.388
H67 -10.671 -4.657 -0.337
H68 -12.022 -4.896 0.742
H69 -10.288 -6.492 1.263
H70 -10.461 -5.408 2.623
H71 -8.278 -5.232 0.477
H72 -8.073 -5.847 2.121
H73 -8.420 -4.138 1.862
C34 3.740 4.736 0.678
C35 4.661 4.648 1.891
C36 6.054 5.221 1.634
C37 6.853 4.502 0.545
C38 7.061 3.005 0.776
C39 7.860 2.691 2.038
H74 4.127 4.154 -0.162
H75 2.751 4.344 0.921
H76 3.619 5.771 0.352
H77 4.733 3.608 2.223
H78 4.206 5.202 2.716
H79 6.618 5.209 2.571
H80 5.960 6.275 1.356
H81 7.829 4.987 0.456
H82 6.360 4.642 -0.422
H83 7.593 2.594 -0.086
H84 6.096 2.489 0.815
H85 8.843 3.163 2.003
H86 8.010 1.614 2.138
H87 7.348 3.036 2.937

E_HOMO ... -12.3 eV
E_LUMO ... -2.26 eV
Electronic energy ... -53951.79002 eV
Net charge ... +1
Multiplicity ... 1
Kohn-Sham gap ... 10.0032 eV